--- A ---
29
Properties=species:S:1:pos:R:3 method="wB97M-V/def2-TZVPD" lumo_energy_ev=-0.06 homo_energy_ev=-7.36
C -0.3714 -2.9432 1.1844
C -3.2514 -1.1737 0.5197
C -3.0657 -1.1061 -0.9394
C -2.3522 -0.7108 1.4252
C -1.8921 -0.8147 -1.5310
C -1.0335 -0.2095 0.8934
C -0.8635 -0.3484 -0.6356
C 0.1499 0.2429 1.3760
C 0.4330 0.0793 -0.9272
C 1.1341 0.6407 0.2759
C 0.9126 0.2309 -2.3638
C 2.5754 0.2571 0.4257
C 1.0404 2.1364 0.2264
N -0.5729 -2.8637 2.3086
H -4.1683 -1.4491 1.0059
H -3.8966 -1.2648 -1.6227
H -2.4961 -0.8568 2.4787
H -1.8694 -0.8527 -2.6154
H 0.2431 0.4841 2.4972
H -0.4201 -3.0360 0.1074
H 0.5385 -0.6512 -2.8744
H 1.9617 0.2044 -2.5806
H 0.2521 0.9623 -2.8556
H 2.7156 -0.9280 0.4491
H 2.8824 0.6561 1.4628
H 3.2327 0.6201 -0.4266
H 0.0254 2.2901 -0.1943
H 1.7550 2.5861 -0.5102
H 1.1882 2.6385 1.2967

--- B ---
29
Properties=species:S:1:pos:R:3 method="wB97M-V/def2-TZVPD" lumo_energy_ev=0.91 homo_energy_ev=-8.48
C 3.3876 -0.8765 -3.7188
C 2.9961 -0.4039 -2.5885
C 2.7036 0.0549 -1.3809
C 2.3012 -0.8300 -0.2548
C -0.0833 -0.9221 -0.8239
C -1.4395 -1.2450 -0.1853
C -1.8219 -0.1269 0.7698
C -3.1789 0.0584 1.1635
C -3.5343 1.0762 2.0294
C -2.5526 1.9594 2.4896
C -1.2355 1.7585 2.1894
C -0.8472 0.7500 1.2699
C 0.5425 0.6077 0.8116
H 4.4463 -1.0179 -3.8916
H 2.5707 -1.1924 -4.3769
H 2.8756 1.1203 -1.2671
H 2.4351 -1.8827 -0.4632
H 2.8141 -0.4971 0.6378
H -0.2132 -0.0974 -1.5342
H 0.2475 -1.8449 -1.3620
H -2.1738 -1.5219 -0.9375
H -1.2744 -2.1359 0.4441
H -3.9560 -0.6129 0.7470
H -4.5423 1.1513 2.4192
H -2.8363 2.7075 3.2174
H -0.5118 2.4127 2.6766
H 0.7503 1.4172 0.0662
H 1.2537 0.7837 1.6334
N 0.8768 -0.6500 0.2200

--- C ---
29
Properties=species:S:1:pos:R:3 method="wB97M-V/def2-TZVPD" lumo_energy_ev=0.44 homo_energy_ev=-8.17
C -3.1810 1.0154 1.1922
C -3.0741 -0.4024 0.4502
C -2.3511 -0.4524 -0.8690
C -0.8567 -0.0362 -0.5660
C -0.6371 1.3346 -0.7741
C 0.6759 1.7184 -0.4146
C 1.6759 0.7404 -0.0319
C 3.0890 1.2205 0.2273
C 4.1160 0.2275 0.2936
C 3.7437 -1.1925 0.3959
C 2.4254 -1.6123 0.1595
C 1.3964 -0.5969 -0.1159
C 0.0722 -1.0417 -0.3842
H -2.2031 1.3054 1.6722
H -3.5094 1.8778 0.6012
H -3.7414 0.9454 2.0471
H -2.5472 -1.1392 1.1205
H -4.9322 -0.1063 -0.3167
H -4.2571 -1.4783 -0.7407
H -2.3173 -1.5082 -1.2200
H -2.6770 0.2054 -1.6385
H -1.4489 1.8966 -1.1760
H 0.9185 2.7983 -0.3286
H 3.4282 2.3106 0.2564
H 5.3071 0.3978 0.0803
H 4.6304 -1.8782 0.5466
H 2.1656 -2.7243 0.1636
H -0.2001 -2.1059 -0.2098
N -4.4548 -0.9044 0.2522

B has the most favorable energy; the next structure is 0.0079 hartree above.

--- A ---
13
Properties=species:S:1:pos:R:3 method="wB97M-V/def2-TZVPD" lumo_energy_ev=0.73 homo_energy_ev=-11.26
C 0.4794 0.9186 0.0234
C -1.3842 -0.7175 -0.4289
C -0.8062 0.3598 0.6230
O 2.8472 0.2695 -1.1623
O 1.7060 -1.4793 0.2378
O 1.6519 1.0233 0.9692
S 1.8465 -0.1025 -0.1571
H 0.5814 1.7955 -0.5770
H -1.1552 -0.4015 -1.4398
H -2.4861 -0.8082 -0.3493
H -0.9754 -1.6943 -0.2481
H -0.7173 -0.1518 1.6501
H -1.5880 0.9883 0.8589

--- B ---
13
Properties=species:S:1:pos:R:3 method="wB97M-V/def2-TZVPD" lumo_energy_ev=0.09 homo_energy_ev=-8.91
C -0.9446 0.4263 -0.8450
C -0.6641 1.2720 0.3702
C 0.0745 -0.8240 -0.7324
O 2.0120 -0.6302 1.1222
O -1.5650 1.7239 1.1175
O -0.3876 -1.7094 0.1918
S 1.8384 -0.2337 -0.4914
H -2.0161 0.1175 -0.8099
H -0.8456 1.1809 -1.6767
H 2.4410 0.0627 1.7168
H 0.3653 1.2427 0.6749
H 0.1059 -1.4047 -1.7012
H -0.4140 -1.2239 1.0635

B has the most favorable energy; the next structure is 0.0134 hartree above.

--- A ---
15
Properties=species:S:1:pos:R:3 method="wB97M-V/def2-TZVPD" total_charge=-1 lumo_energy_ev=3.26 homo_energy_ev=-4.87
C 1.7749 -1.0992 0.1230
C 1.7094 0.3726 -0.2952
S 0.2138 0.6550 -1.2920
C -0.9767 0.9930 0.0231
S -2.3774 -0.1461 0.0357
O -3.1683 0.3878 1.1349
O -3.0055 0.0161 -1.2614
O -1.7827 -1.4109 0.2723
H 2.6846 -1.3357 0.6747
H 0.8792 -1.3151 0.7025
H 1.6926 -1.7001 -0.7791
H 1.6698 1.0177 0.5790
H 2.5873 0.6750 -0.8641
H -0.5177 0.8948 1.0027
H -1.3833 1.9950 -0.0563

--- B ---
15
Properties=species:S:1:pos:R:3 method="wB97M-V/def2-TZVPD" total_charge=-1 lumo_energy_ev=3.17 homo_energy_ev=-4.51
C 1.2322 0.1163 1.0147
C -0.1677 0.7855 1.3451
O -0.6107 0.4871 2.4735
O -0.8242 1.2937 0.4429
C 0.7305 -1.2474 0.5695
S 1.1629 -1.9128 -1.1477
S 1.1500 -0.4743 -2.3728
H 1.7605 0.8110 0.4009
H 1.9936 -0.1014 1.8495
H 0.8755 -1.9350 1.3971
H -0.4177 -1.0905 0.5468
H -0.0898 0.1319 -2.2583
H -2.7227 0.3632 -1.5425
H -1.6091 1.4519 -1.0986
O -2.4633 1.3209 -1.6202

A has the most favorable energy; the next structure is 0.0369 hartree above.

--- A ---
10
Properties=species:S:1:pos:R:3 method="wB97M-V/def2-TZVPD" lumo_energy_ev="-1.39 / -4.00" homo_energy_ev="-11.44 / -11.00"
C 1.1964 0.6754 -0.3593
N -0.3375 -1.7393 1.5118
N -0.0507 0.3231 -0.1294
N -1.1927 0.8415 -0.6793
O 2.2219 0.2349 0.0710
O -1.0371 1.5994 -1.6080
O -2.2161 0.4776 -0.1917
H 1.2086 1.5434 -1.0829
H 0.6381 -1.5860 1.7446
H -0.4308 -2.3701 0.7232

--- B ---
10
Properties=species:S:1:pos:R:3 method="wB97M-V/def2-TZVPD" lumo_energy_ev=-0.58 homo_energy_ev=-10.68
C -0.2263 -1.3504 -0.0217
N -0.0121 1.0446 -0.3202
N 0.5016 -0.1854 0.0016
N 1.9753 -0.2929 -0.0101
O -1.3887 -1.4858 -0.1016
O 2.4192 -1.3976 -0.0900
O 2.5338 0.8240 -0.0326
H 0.4308 -2.0625 0.2745
H 0.1141 1.1927 -1.3023
H 0.6002 1.7543 0.1818

B has the most favorable energy; the next structure is 0.1271 hartree above.

--- A ---
9
Properties=species:S:1:pos:R:3 method="wB97M-V/def2-TZVPD" lumo_energy_ev=-0.49 homo_energy_ev=-8.49
C -1.0273 -1.1017 -0.3797
C -0.2867 -0.1549 -0.9866
N 1.2401 0.5707 1.1825
S 1.3433 0.1253 -0.5860
I 0.1736 2.3598 1.1806
H -2.1015 -1.0830 -0.5899
H -0.7366 -1.8180 0.3913
H -0.7404 0.4639 -1.6797
H 2.1355 0.6377 1.4675

--- B ---
9
Properties=species:S:1:pos:R:3 method="wB97M-V/def2-TZVPD" lumo_energy_ev=-0.45 homo_energy_ev=-8.29
C -0.1613 -0.6636 -0.2195
C -0.7737 0.6889 0.2049
N 1.1502 -0.4598 0.5072
S 0.5513 0.8196 1.4231
I 2.7296 -0.0783 -0.9023
H -0.5502 -1.3613 0.4405
H -0.3803 -0.8942 -1.1836
H -0.7380 1.4148 -0.7023
H -1.8277 0.5339 0.4319

A has the most favorable energy; the next structure is 0.0081 hartree above.

--- A ---
23
Properties=species:S:1:pos:R:3 method="wB97M-V/def2-TZVPD" total_charge=+1 lumo_energy_ev="-3.36 / -3.36" homo_energy_ev="-11.23 / -11.23"
C 2.3858 -0.0390 -0.7834
C 2.3695 -0.7505 0.5171
C 1.2153 0.0250 0.0772
C -0.9944 -0.9116 -0.7354
C -1.8988 0.2250 -0.3579
N 0.6872 1.1225 1.0348
N -1.1703 -2.0607 0.0548
N -1.3506 1.4245 -0.9174
O -2.0241 0.3414 1.0717
H 3.1202 0.7516 -1.0717
H 2.1265 -0.6377 -1.7156
H 2.5277 -1.8759 0.6419
H 2.8475 -0.2750 1.4264
H -0.4253 -0.8690 -1.6464
H -2.8212 0.1436 -0.8813
H 1.3333 1.7175 1.5546
H -0.0195 1.5141 0.4680
H -0.6073 -2.9255 -0.2058
H -1.5978 -1.8753 0.9704
H -1.9495 2.1832 -0.5910
H 0.1927 0.5956 1.7324
H -1.2381 1.2941 -1.8674
H -2.7088 0.8822 1.2240

--- B ---
23
Properties=species:S:1:pos:R:3 method="wB97M-V/def2-TZVPD" total_charge=+1 lumo_energy_ev=-3.90 homo_energy_ev=-13.96
C 0.8193 -1.3284 1.4508
C 0.4006 -1.4673 -1.0279
C 0.5922 1.5948 1.1182
C 0.3554 1.1547 -1.2256
C 0.5296 -0.6408 0.1681
N -3.4781 -0.0929 0.2171
N -2.5612 -0.0802 -0.6823
N 0.6675 0.6156 0.0460
O -4.7104 0.0425 0.1902
H 1.8028 -1.6730 1.2651
H 0.1979 -2.2244 1.5431
H 0.9255 -0.8393 2.4392
H 1.2987 -1.6416 -1.6969
H -0.4916 -1.0890 -1.5773
H 0.0286 -2.4324 -0.8488
H 0.8360 1.3065 2.1260
H 1.4394 2.3933 0.9455
H -0.2904 2.2280 1.0802
H 0.8763 0.7411 -1.9705
H -0.7590 0.9329 -1.4204
H 0.5030 2.2990 -1.1467
H -2.8813 0.1159 -1.6708
H -3.0372 -0.2720 1.0916

B has the most favorable energy; the next structure is 0.0155 hartree above.

--- A ---
9
Properties=species:S:1:pos:R:3 method="wB97M-V/def2-TZVPD" lumo_energy_ev="-1.82 / -1.82" homo_energy_ev="-7.78 / -7.78"
C -1.6033 -0.0782 -0.0255
C 1.1571 0.8623 0.2836
P 0.0952 -0.3697 -0.3677
S -2.2358 1.3888 -0.1043
Cl 2.9099 0.4202 0.0852
H -2.0730 -0.8814 0.3509
H 1.0674 1.1289 1.3937
H 0.1657 -1.7953 0.1488
H 0.5168 -0.6755 -1.7647

--- B ---
9
Properties=species:S:1:pos:R:3 method="wB97M-V/def2-TZVPD" lumo_energy_ev=0.49 homo_energy_ev=-8.67
C -1.1819 1.3908 -0.2741
C -1.7177 0.3653 -0.5502
P 1.3961 -0.6925 0.3236
S 1.8890 0.9127 -0.6916
Cl -2.7048 -0.9829 -0.8398
H -1.1938 2.4712 -0.0082
H 0.1127 -1.2212 -0.1704
H 2.3414 -1.7838 0.4840
H 1.0590 -0.4596 1.7268

B has the most favorable energy; the next structure is 0.0213 hartree above.

--- A ---
13
Properties=species:S:1:pos:R:3 method="wB97M-V/def2-TZVPD" lumo_energy_ev="-0.72 / -0.16" homo_energy_ev="-8.78 / -7.95"
C 1.2754 1.1501 0.1007
C 0.8553 -0.3698 -0.2306
C -0.1090 -0.7084 0.8524
N 0.5145 1.9876 0.4765
N -1.2938 0.0708 0.9105
P -2.3073 0.2783 -0.2314
H 2.3125 1.5002 -0.1437
H 0.2296 -0.3277 -1.0696
H 1.6315 -1.0518 -0.3551
H -0.3505 -1.8531 0.7118
H 0.3306 -0.5397 1.9556
H -2.0522 0.8835 -1.5633
H -3.1183 1.1709 0.3053

--- B ---
13
Properties=species:S:1:pos:R:3 method="wB97M-V/def2-TZVPD" lumo_energy_ev="-0.53 / -0.78" homo_energy_ev="-8.74 / -8.15"
C 0.9565 0.9673 -0.9308
C 1.7010 -0.1189 -0.3282
C 0.5897 -0.6073 0.7272
N -0.1498 1.2154 -0.3484
N -0.3908 0.4034 0.6808
P -3.0687 -0.3200 -0.4941
H 1.3487 1.5569 -1.7144
H 1.9711 -0.8068 -0.9868
H 2.5839 0.1873 0.2472
H 0.1983 -1.6467 0.5865
H 1.0140 -0.6364 1.7385
H -2.8857 -0.9017 0.7218
H -3.8683 0.7076 0.1006

--- C ---
13
Properties=species:S:1:pos:R:3 method="wB97M-V/def2-TZVPD" lumo_energy_ev=0.85 homo_energy_ev=-8.63
C 0.1927 -1.7299 1.7146
C -0.2341 0.9473 -0.3820
C 1.2531 0.9065 -0.5529
N -0.2790 -1.7355 0.6551
N -0.7904 -1.7378 -0.4448
P -1.0949 -0.3364 -1.3633
H -0.6460 2.0108 -0.5646
H -0.0829 -1.6468 2.6897
H -0.3736 0.6792 0.8115
H 1.6303 1.6251 0.1310
H 1.2544 1.0701 -1.6153
H 1.4807 -0.1327 -0.3228
H -2.3102 0.0800 -0.7561

C has the most favorable energy; the next structure is 0.0188 hartree above.